i.
C3H6N3 | ωB97M-V with the def2-TZVPD basis set

Geometry as ORCA input:
```
! wB97M-V def2-TZVPD RIJCOSX def2/J DEFGRID3
* xyz 1 1
C 1.4484 -1.4807 -0.6993
C -1.3261 0.8384 0.2635
C 0.1308 -1.1601 -0.3671
N 1.2810 -1.2804 0.5346
N -0.3646 0.3110 -0.6280
N 0.0989 1.2592 0.2874
H 2.0801 -1.9345 -1.3394
H -1.9402 1.6170 0.1076
H -1.6345 0.4564 1.2493
H -0.7181 -1.9218 -0.3573
H 0.3041 2.1639 -0.1931
H 0.6402 1.1316 1.1418
*
```

## Properties
SMILES   C1=N[C@H]1N1C[NH2+]1
HOMO energy   -15.0 eV
Lowest unoccupied orbital energy   -3.617 eV
Frontier orbital gap   11.3401 eV

ii.
C3H6N3 | ωB97M-V with the def2-TZVPD basis set

Geometry as ORCA input:
```
! wB97M-V def2-TZVPD RIJCOSX def2/J DEFGRID3
* xyz 1 1
C 0.9576 1.2749 0.7599
C 0.1050 -0.8811 -0.8873
C -0.7105 -0.0309 0.0686
N 1.5123 0.0514 0.8949
N -0.2863 1.3055 0.2691
N 0.4791 -0.9245 0.5386
H 1.4298 2.2156 1.1139
H -0.2887 -1.7652 -1.1952
H 0.7907 -0.4103 -1.6099
H -1.7574 -0.1208 0.2461
H -0.9930 1.9690 0.3286
H 0.2417 -1.7283 1.1567
*
```

## Properties
SMILES   C1=N[N@@H+]2C[C@@H]2N1
HOMO energy   -14.7 eV
Lowest unoccupied orbital energy   -3.422 eV
Frontier orbital gap   11.2688 eV

iii.
C3H6N3 | ωB97M-V with the def2-TZVPD basis set

Geometry as ORCA input:
```
! wB97M-V def2-TZVPD RIJCOSX def2/J DEFGRID3
* xyz 1 1
C 0.0639 0.9384 -0.3129
C -0.0424 -0.4574 -0.8362
C 0.3515 -1.2985 1.3903
N 0.1781 -1.5542 0.1602
N -0.4656 -0.8452 -1.9368
N 0.1673 -1.1972 2.5408
H 1.1118 1.3695 -0.4091
H -0.7844 1.5778 -0.8148
H -0.2091 -2.4642 -0.1397
H -0.5762 0.0024 -2.5831
H 0.5419 -0.9177 3.4005
H -0.4132 0.8391 0.6638
*
```

## Properties
SMILES   [H]/N=C(\C)NC#[NH+]
HOMO energy   -15.3 eV
Lowest unoccupied orbital energy   -4.995 eV
Frontier orbital gap   10.3043 eV

iv.
C3H6N3 | ωB97M-V with the def2-TZVPD basis set

Geometry as ORCA input:
```
! wB97M-V def2-TZVPD RIJCOSX def2/J DEFGRID3
* xyz 1 1
C 1.8225 0.7807 -0.0754
C 1.7577 -0.7473 -0.1792
C -0.1417 -0.0455 0.5584
N 0.6552 1.2063 0.2638
N 0.6814 -1.2128 0.2559
N -1.4091 0.0046 -0.2142
H 2.6335 1.4578 -0.4161
H 2.3430 -1.4461 -0.6309
H -0.3932 0.1277 1.6718
H -1.3211 -0.3511 -1.2341
H -1.7751 0.9138 -0.0354
H -2.0802 -0.7043 0.3034
*
```

## Properties
SMILES   [NH3+]C1N=CC=N1
HOMO energy   -15.5 eV
Lowest unoccupied orbital energy   -4.726 eV
Frontier orbital gap   10.8090 eV

Short version: iv is the most stable of them.

i.
C3H9N2O | ωB97M-V with the def2-TZVPD basis set

Geometry as ORCA input:
```
! wB97M-V def2-TZVPD RIJCOSX def2/J DEFGRID3
* xyz -1 1
C 2.0317 -1.1989 0.0160
C 0.8164 -0.2747 -0.3585
C 0.8039 1.0746 0.2902
N -2.7832 0.9060 -0.1780
N -3.0147 -0.3459 -0.2807
O -4.1188 -0.6673 0.3003
H 2.4513 -0.6166 0.7501
H 1.6440 -2.1265 0.4155
H 2.7075 -1.3224 -0.8341
H -0.0387 -0.9595 -0.2519
H 0.8411 -0.1435 -1.5247
H 1.5841 1.6834 -0.0701
H -0.1931 1.3820 0.0642
H 0.9251 1.1695 1.3375
H -3.6566 1.4398 0.3243
*
```

## Properties
HOMO energy   -3.0 eV
Lowest unoccupied orbital energy   3.834 eV
Frontier orbital gap   6.8627 eV

ii.
C3H9N2O | ωB97M-V with the def2-TZVPD basis set

Geometry as ORCA input:
```
! wB97M-V def2-TZVPD RIJCOSX def2/J DEFGRID3
* xyz -1 1
C 0.8309 -1.4224 0.0566
C -1.5017 -1.0896 -0.3959
C 1.0359 2.4603 -0.0403
N -0.4559 -0.9006 0.5043
N 0.1183 2.6533 0.8420
O -0.6690 1.5797 1.1390
H 1.6763 -0.8244 0.4356
H 0.8549 -2.5108 0.3459
H 1.1556 -1.5128 -0.9925
H -2.2102 -0.2600 -0.2539
H -1.0810 -1.2069 -1.3926
H -2.1338 -1.9429 -0.2137
H 1.5215 3.3258 -0.3812
H -0.5121 0.1621 0.8612
H 1.3702 1.4893 -0.5142
*
```

## Properties
HOMO energy   -2.9 eV
Lowest unoccupied orbital energy   4.247 eV
Frontier orbital gap   7.1151 eV

Short version: i is the most stable of them.

i.
HN2O3 | ωB97M-V with the def2-TZVPD basis set

Geometry as ORCA input:
```
! wB97M-V def2-TZVPD RIJCOSX def2/J DEFGRID3
* xyz 1 1
N -0.3714 0.3713 0.0833
N -2.9025 0.3647 -0.0054
O -3.7750 -0.3119 0.0304
O -0.4686 1.5382 -0.0254
O -1.2555 -0.4683 -0.0831
H 0.6776 0.1058 0.2787
*
```

## Properties
HOMO energy   -17.9 eV
Lowest unoccupied orbital energy   -7.941 eV
Frontier orbital gap   9.9574 eV

ii.
HN2O3 | ωB97M-V with the def2-TZVPD basis set

Geometry as ORCA input:
```
! wB97M-V def2-TZVPD RIJCOSX def2/J DEFGRID3
* xyz 1 1
N -0.3010 -0.2759 0.3717
N -0.5258 1.3523 3.1130
O 0.3975 1.9738 3.1444
O 0.1009 0.7618 0.6922
O -1.4711 0.7419 3.2422
H -0.1960 -0.5413 -0.7342
*
```

## Properties
HOMO energy   -14.2 eV
Lowest unoccupied orbital energy   -7.623 eV
Frontier orbital gap   6.6138 eV

Short version: i is the most stable of them.

i.
C3H7NO2 | ωB97M-V with the def2-TZVPD basis set

Geometry as ORCA input:
```
! wB97M-V def2-TZVPD RIJCOSX def2/J DEFGRID3
* xyz 0 1
C -1.7720 0.2161 0.0400
C -0.9626 -0.4540 -1.0245
O 0.5934 0.6761 -1.0832
C 1.2417 -0.0338 -0.2212
O 0.6951 -1.0317 0.2706
N 2.5176 0.2473 0.1667
H -2.0651 1.2216 -0.2534
H -1.1099 0.2504 0.9024
H -2.6540 -0.3593 0.3600
H -0.9863 -1.5473 -0.9495
H -1.0193 -0.1341 -2.0431
H 2.8066 -0.2910 0.9680
H 3.0097 1.0948 -0.0478
*
```

## Properties
HOMO energy   -9.6 eV
Lowest unoccupied orbital energy   0.714 eV
Frontier orbital gap   10.3023 eV

ii.
C3H7NO2 | ωB97M-V with the def2-TZVPD basis set

Geometry as ORCA input:
```
! wB97M-V def2-TZVPD RIJCOSX def2/J DEFGRID3
* xyz 0 1
C 2.0477 0.0396 -0.0721
N 0.6471 0.1432 -0.4270
C -0.2688 0.4053 0.5451
O 0.0038 1.0249 1.5608
C -1.5797 -0.3572 0.3449
O -2.0985 -0.2805 -0.9706
H 2.5339 1.0154 0.0257
H 2.1337 -0.4770 0.8935
H 2.5561 -0.5681 -0.8246
H 0.3016 -0.1305 -1.3355
H -2.3023 -0.1077 1.1256
H -1.3138 -1.4089 0.5096
H -2.6001 0.5412 -1.0536
*
```

## Properties
SMILES   CNC(=O)CO
HOMO energy   -9.6 eV
Lowest unoccupied orbital energy   0.740 eV
Frontier orbital gap   10.3375 eV

iii.
C3H7NO2 | ωB97M-V with the def2-TZVPD basis set

Geometry as ORCA input:
```
! wB97M-V def2-TZVPD RIJCOSX def2/J DEFGRID3
* xyz 0 1
C -0.2702 -0.1671 -0.1251
C -0.5093 0.2700 1.3012
N -1.0330 0.4901 -1.1375
C 1.5586 -0.2094 -0.3852
O -0.0028 -1.4275 -0.3925
O 2.3255 -0.0802 0.5456
H 1.4095 -1.3656 -0.9092
H -1.6133 1.2442 -0.7980
H -1.5850 -0.1573 -1.6850
H 1.4170 0.2443 -1.3683
H -1.5180 -0.0113 1.6113
H 0.2292 -0.1838 1.9570
H -0.4080 1.3536 1.3855
*
```

## Properties
HOMO energy   -8.4 eV
Lowest unoccupied orbital energy   -0.604 eV
Frontier orbital gap   7.7737 eV

iv.
C3H7NO2 | ωB97M-V with the def2-TZVPD basis set

Geometry as ORCA input:
```
! wB97M-V def2-TZVPD RIJCOSX def2/J DEFGRID3
* xyz 0 1
C 0.9016 -0.7165 1.6306
C 0.0564 0.8848 0.0704
O 0.1847 1.9736 -0.8023
C -0.4809 -0.3158 -0.4514
O -0.3680 -1.3800 0.2282
N -1.0207 -0.3522 -1.6963
H 0.1893 -0.4698 2.4112
H 1.7405 -0.0352 1.5727
H 1.1872 -1.7611 1.6174
H -0.3846 1.2171 1.0070
H 0.8001 1.7030 -1.4953
H -1.4571 0.4901 -2.0441
H -1.3483 -1.2380 -2.0480
*
```

## Properties
HOMO energy (alpha / beta)   -7.1 / -7.1 eV
Lowest unoccupied orbital energy (alpha / beta)   0.212 / 0.211 eV
Frontier orbital gap (alpha / beta)   7.3126 / 7.3113 eV

Short version: ii is the most stable of them.

i.
C5H15NO | ωB97M-V with the def2-TZVPD basis set

Geometry as ORCA input:
```
! wB97M-V def2-TZVPD RIJCOSX def2/J DEFGRID3
* xyz 0 1
C -0.1810 1.2742 -0.9961
C -0.2734 -0.2912 -0.9577
C 1.1943 -0.8973 -1.1340
C -0.8840 -0.5071 0.4694
C -0.7121 -1.9898 1.0672
N -1.0357 1.6780 -2.0864
H 0.8767 1.3339 -1.0420
H -0.1627 1.8587 0.0167
H -0.8954 -0.8018 -1.7711
H 1.0803 -1.9880 -1.1025
H 1.7333 -0.6402 -0.2613
H 1.6512 -0.5548 -2.0731
H -0.2435 0.1385 1.0681
H -1.8699 0.0378 0.5641
H -1.2779 -1.9715 2.0816
H 0.3229 -2.3051 1.4541
H -1.2750 -2.6468 0.3591
H -1.9767 2.0211 -1.7724
H -0.6173 2.3191 -2.7208
H 2.1610 1.6130 2.8231
H 1.1459 0.8502 3.3380
O 1.2390 1.4693 2.6761
*
```

## Properties
SMILES   CC[C@H](C)CN.O
HOMO energy   -8.7 eV
Lowest unoccupied orbital energy   0.689 eV
Frontier orbital gap   9.3522 eV

ii.
C5H15NO | ωB97M-V with the def2-TZVPD basis set

Geometry as ORCA input:
```
! wB97M-V def2-TZVPD RIJCOSX def2/J DEFGRID3
* xyz 0 1
C 2.3138 0.1255 -0.4080
C 1.4286 1.2444 0.1932
N -0.0721 0.9705 0.2083
C -0.3793 -0.2960 0.8689
C -0.1786 -0.3119 2.3229
C -0.7425 1.3240 -1.0447
H 1.9157 -0.8315 -0.6928
H 2.9221 0.4507 -1.3456
H 3.1698 0.0426 0.2683
H 1.7600 2.2774 -0.1688
H 1.6176 1.2479 1.2462
H 0.1939 -1.1326 0.3446
H -1.4356 -0.5282 0.6441
H -0.5345 -1.2804 2.8131
H -0.7319 0.5181 2.7838
H 0.8216 -0.2996 2.8186
H -1.5602 0.4998 -1.1457
H -0.1021 1.2881 -1.8731
H -1.2842 2.3532 -1.0472
H -2.7723 -2.3339 -1.2318
H -1.4135 -2.6257 -1.3905
O -2.0893 -2.3694 -1.8843
*
```

## Properties
SMILES   CCN(C)CC.O
HOMO energy   -8.1 eV
Lowest unoccupied orbital energy   0.768 eV
Frontier orbital gap   8.8799 eV

iii.
C5H15NO | ωB97M-V with the def2-TZVPD basis set

Geometry as ORCA input:
```
! wB97M-V def2-TZVPD RIJCOSX def2/J DEFGRID3
* xyz 0 1
C -1.5574 -0.4130 0.9395
C -1.6893 0.5030 2.1101
C -0.1604 -0.5194 0.2444
N 0.3158 0.8608 -0.0381
C 0.1292 1.3569 -1.3583
C 1.3775 1.3196 0.7549
H -2.0410 -1.4377 1.1510
H -2.2311 -0.1843 0.0605
H -1.0417 1.4527 1.9037
H -1.2329 -0.0783 2.9279
H -2.7254 0.8482 2.2618
H 0.4112 -1.0474 1.0272
H -0.4369 -1.1619 -0.6256
H 0.3783 2.3767 -1.3900
H 0.8073 0.8266 -2.0089
H -0.9050 1.2727 -1.7811
H 1.2953 1.1011 1.8318
H 1.6211 2.4310 0.4120
H 2.3985 0.8769 0.4962
H 2.2307 -3.7965 -3.4883
H 1.6376 -2.9145 -2.4220
O 1.4185 -3.6732 -3.0089
*
```

## Properties
SMILES   CCCN(C)C.O
HOMO energy   -7.9 eV
Lowest unoccupied orbital energy   0.705 eV
Frontier orbital gap   8.6039 eV

iv.
C5H15NO | ωB97M-V with the def2-TZVPD basis set

Geometry as ORCA input:
```
! wB97M-V def2-TZVPD RIJCOSX def2/J DEFGRID3
* xyz 0 1
C 0.3467 -0.2922 -2.3929
C -0.2078 -0.8074 -1.0590
C -1.0511 0.1507 -0.1805
C -0.5486 1.5065 0.1750
C 0.9026 1.4886 0.5869
N 1.0783 0.5900 1.7642
H 1.3985 -0.5633 -2.4404
H -0.2740 -0.7449 -3.1672
H 0.1753 0.7676 -2.6002
H 0.5324 -1.3063 -0.4275
H -0.8932 -1.6349 -1.2818
H -2.0880 0.0876 -0.5233
H -1.1373 -0.5279 0.6911
H -0.7000 2.1691 -0.6875
H -1.1915 1.8562 0.9894
H 1.5514 1.0603 -0.1828
H 1.2318 2.4668 0.9172
H 2.0689 0.5762 1.9178
H 0.7989 -0.3787 1.7756
H -0.1530 -1.6891 2.4468
H -1.3629 -2.3258 1.6804
O -0.4774 -2.4492 1.9987
*
```

## Properties
SMILES   CCCCCN.O
HOMO energy   -9.2 eV
Lowest unoccupied orbital energy   0.913 eV
Frontier orbital gap   10.1471 eV

Short version: iv is the most stable of them.

i.
C5H15NO | ωB97M-V with the def2-TZVPD basis set

Geometry as ORCA input:
```
! wB97M-V def2-TZVPD RIJCOSX def2/J DEFGRID3
* xyz 0 1
C 0.5684 1.2171 0.9824
N -0.2626 0.8167 -0.2027
C -1.4300 0.0735 0.2567
C -2.6244 0.1928 -0.6790
C 0.3671 0.3204 -1.3969
C 2.0029 1.6179 0.5622
H 0.1682 2.1000 1.4704
H 0.6102 0.3127 1.6039
H -1.2291 -1.0223 0.3052
H -1.5731 0.2412 1.3214
H -3.4813 -0.4306 -0.3903
H -2.4291 -0.0781 -1.7178
H -3.0538 1.1924 -0.7472
H 0.7683 -0.7133 -1.4541
H -0.5232 0.2818 -2.0339
H 1.1827 0.8375 -1.9022
H 1.8937 2.5583 0.0423
H 2.4420 0.9222 -0.1545
H 2.6240 1.6479 1.4559
H 0.7767 -4.6007 0.7107
H 1.6743 -3.4825 1.3707
O 1.5281 -4.0047 0.5968
*
```

## Properties
SMILES   CCN(C)CC.O
HOMO energy   -8.0 eV
Lowest unoccupied orbital energy   0.791 eV
Frontier orbital gap   8.8267 eV

ii.
C5H15NO | ωB97M-V with the def2-TZVPD basis set

Geometry as ORCA input:
```
! wB97M-V def2-TZVPD RIJCOSX def2/J DEFGRID3
* xyz 0 1
C -0.0512 0.7014 1.4615
C -0.7891 2.0463 1.5045
C 0.7588 0.5230 0.1787
N 0.1365 -0.4499 -0.7402
C 0.1813 -0.0625 -2.1374
C 1.5736 0.0180 -2.7573
H -0.7736 -0.1036 1.5113
H 0.5675 0.5459 2.3452
H -0.1198 2.8300 1.8458
H -1.1166 2.3244 0.5047
H -1.6636 2.0264 2.1434
H 0.8499 1.4817 -0.3469
H 1.8148 0.2411 0.3152
H 0.5988 -1.3403 -0.6011
H -0.3904 0.8548 -2.2752
H -0.3768 -0.8062 -2.7101
H 1.5324 -0.0856 -3.8402
H 2.2232 -0.7506 -2.3239
H 2.0801 0.9769 -2.5919
H -0.9846 -3.0532 2.2314
H -1.5188 -2.0620 1.2569
O -1.6676 -2.3785 2.1593
*
```

## Properties
SMILES   CCCNCC.O
HOMO energy   -8.9 eV
Lowest unoccupied orbital energy   0.891 eV
Frontier orbital gap   9.7838 eV

iii.
C5H15NO | ωB97M-V with the def2-TZVPD basis set

Geometry as ORCA input:
```
! wB97M-V def2-TZVPD RIJCOSX def2/J DEFGRID3
* xyz 0 1
C -3.1894 -0.5830 0.4679
C -2.0240 -1.5243 0.1615
C -0.9552 -0.8194 -0.6997
C -0.3595 0.4517 -0.1402
C 0.3226 0.2623 1.2118
N 1.5832 -0.5060 1.1111
H -2.8627 0.4344 0.6615
H -3.7300 -0.8780 1.3642
H -3.7494 -0.4835 -0.4574
H -1.5285 -1.8560 1.0700
H -2.3765 -2.3675 -0.4280
H -1.3661 -0.6415 -1.6785
H -0.1514 -1.5299 -0.9273
H -1.0813 1.2411 0.0674
H 0.3786 0.9137 -0.8032
H -0.3495 -0.2776 1.8978
H 0.5203 1.2085 1.6847
H 1.8941 -0.8166 2.0177
H 1.3991 -1.3210 0.5368
H 5.9577 2.3830 -2.8145
H 5.7618 3.3859 -1.6775
O 5.9062 3.3237 -2.6260
*
```

## Properties
SMILES   CCCCCN.O
HOMO energy   -9.2 eV
Lowest unoccupied orbital energy   0.969 eV
Frontier orbital gap   10.1694 eV

iv.
C5H15NO | ωB97M-V with the def2-TZVPD basis set

Geometry as ORCA input:
```
! wB97M-V def2-TZVPD RIJCOSX def2/J DEFGRID3
* xyz 0 1
C 0.3012 1.6042 1.0002
C 0.9455 0.2748 0.6209
C 0.8173 -0.3267 -0.8181
C 1.1032 -1.7376 -1.3141
C -0.6120 0.0867 -1.2302
N 0.1657 -1.9742 1.6328
H 0.3606 2.3308 0.1520
H 0.6869 2.0407 1.8950
H -0.7749 1.5995 1.2090
H 1.9230 0.1816 1.0179
H 1.4445 0.3622 -1.3397
H 0.4961 -1.9905 -2.1905
H 2.1483 -1.9630 -1.5244
H 0.7873 -2.4011 -0.4994
H -0.8792 -0.3920 -2.1289
H -0.6753 1.1460 -1.1982
H -1.3141 -0.2713 -0.4835
H -0.7816 -2.1672 1.3457
H 0.4645 -0.6706 1.2020
H -3.1008 2.3893 -0.1493
H 0.2414 -2.4390 2.5221
O -2.1898 2.0820 -0.1014
*
```

## Properties
HOMO energy   -7.7 eV
Lowest unoccupied orbital energy   -3.758 eV
Frontier orbital gap   3.9095 eV

Short version: iii is the most stable of them.